Record 1
70
Properties=species:S:1:pos:R:3:forces:R:3 method="wB97M-V/def2-TZVPD" spin_multiplicity=4 total_charge=+2 e_lumo_ev="-6.18 / -8.13" homo_lumo_gap_ha="0.2368 / 0.1941"
C 5.1912 3.0590 -2.2500 -0.35 -0.32 -0.16
C 4.7940 1.9637 -3.0419 0.45 0.47 0.18
C 3.6140 1.2956 -2.7571 -0.21 0.10 0.11
C 2.8077 1.7299 -1.7109 0.02 0.12 0.30
C 1.5585 0.9626 -1.3725 0.52 -0.05 0.03
C 0.2810 1.7670 -1.5174 -0.49 -0.72 -0.17
C -0.8565 1.1175 -2.3398 -0.33 -0.38 0.22
C -2.0821 2.0250 -2.0476 -0.04 -0.32 -0.13
C -1.6761 2.8263 -0.7927 -0.20 -0.20 0.21
N -0.4801 1.9859 -0.1618 -0.61 1.33 -1.16
C 3.1787 2.8252 -0.9186 0.43 -0.10 -0.50
C 4.3764 3.4942 -1.1935 -0.01 -0.27 -0.25
H 6.1344 3.5658 -2.4648 -0.36 -0.13 0.08
H 5.4079 1.6295 -3.8811 -0.10 0.17 0.33
H 3.2878 0.4243 -3.3312 0.23 0.30 0.04
H 1.5058 0.0479 -1.9743 -0.04 0.23 0.01
H 1.6612 0.6325 -0.3415 0.02 0.05 -0.26
H 0.5076 2.7817 -1.9393 -0.28 -0.76 0.71
H -0.6072 0.9099 -3.3998 -0.06 0.63 0.57
H -1.1062 0.1208 -1.9106 0.45 0.69 -0.33
H -2.3515 2.6777 -2.8902 0.18 -0.09 0.38
H -2.9620 1.3932 -1.8176 0.40 0.45 -0.15
H -1.3250 3.8721 -1.0188 0.16 -1.27 0.33
H -2.4996 2.9070 -0.0904 0.21 -0.01 0.02
H 0.0289 2.5994 0.4432 0.66 0.89 0.09
H 2.5503 3.1334 -0.0792 0.18 -0.01 -0.18
H 4.6796 4.3462 -0.5874 -0.05 -0.20 -0.13
O -0.3085 -6.5669 2.3626 -0.36 2.79 -3.71
C -0.3329 -5.9099 1.3965 1.63 -5.20 6.26
Cr -0.7128 -4.6933 -0.0523 -2.91 -1.09 -1.06
C -1.4268 -3.7195 1.3607 -2.87 4.01 5.98
O -1.9394 -3.2036 2.2876 2.08 -2.14 -3.88
C -2.4024 -5.5346 -0.0743 -6.77 -2.39 0.95
O -3.4852 -5.9754 0.0902 5.27 1.95 -1.08
C 0.3166 -5.5298 -1.7713 0.92 -0.74 -0.85
C 1.2489 -5.0704 -0.8398 1.74 0.02 -0.59
C 1.1755 -3.7549 -0.3475 1.40 0.78 0.72
C 0.2092 -2.8590 -0.8423 0.22 2.06 -0.63
C 0.0528 -1.4903 -0.3404 -0.71 -0.23 0.98
C -0.3193 -0.4697 0.2101 0.32 -1.04 -0.04
C -0.7021 0.7920 0.9027 0.00 -0.70 0.23
C -2.1964 0.8122 1.2966 0.56 1.00 -0.54
C -3.0831 -0.1165 0.7720 -0.05 -0.39 0.40
C -4.4491 0.0093 1.0065 -0.43 -0.10 -0.02
C -4.9693 1.1165 1.6779 0.49 0.27 0.04
C -4.0911 2.1091 2.1338 0.72 -0.48 -0.18
C -2.7062 1.9563 1.9446 -0.62 0.23 0.37
C 0.3023 1.0850 2.1169 -0.13 -0.52 -1.03
C 1.6706 0.7929 2.0019 0.35 0.48 0.57
C 2.5916 1.4758 2.8261 -0.30 -0.57 -0.08
C 2.1560 2.2576 3.8934 -0.77 0.29 -0.02
C 0.7756 2.3186 4.1632 0.47 -0.44 -0.25
C -0.1205 1.7177 3.2785 -0.65 0.21 0.72
C -0.7712 -3.3614 -1.7176 -0.03 1.56 -0.88
C -0.7015 -4.6783 -2.2052 -0.41 0.03 -0.65
H 0.3641 -6.5613 -2.1296 -0.06 0.37 0.11
H 2.0220 -5.7350 -0.4494 -0.31 0.17 -0.13
H 1.8661 -3.3946 0.4310 -0.27 -0.30 -0.60
H -2.7064 -0.9927 0.2379 -0.14 0.32 0.12
H -5.1179 -0.7807 0.6546 0.17 0.35 0.08
H -6.0363 1.2376 1.8406 0.15 -0.16 -0.07
H -4.4341 3.0042 2.6460 -0.14 -0.23 -0.12
H -2.0570 2.7670 2.3336 -0.55 -0.68 -0.63
H 2.0277 -0.0520 1.4098 -0.05 0.68 -0.38
H 3.6579 1.3527 2.6427 -0.24 -0.15 0.14
H 2.8563 2.7845 4.5425 -0.12 -0.22 -0.26
H 0.3792 2.7994 5.0578 0.26 -0.12 -0.23
H -1.1775 1.6545 3.5698 0.74 0.33 -0.20
H -1.5773 -2.6816 -2.0261 0.35 -0.49 0.07
H -1.4669 -5.0046 -2.9057 0.22 -0.12 0.16

***

Record 2
19
Properties=species:S:1:pos:R:3:forces:R:3 method="wB97M-V/def2-TZVPD" spin_multiplicity=3 e_lumo_ev="0.35 / -2.06" homo_lumo_gap_ha="0.2932 / 0.2483"
C 2.5846 -1.2959 -0.1746 -0.68 2.64 -0.95
C 1.7028 -2.1527 0.5464 2.11 -4.07 1.53
C 2.2176 -0.1701 -0.7691 0.11 -2.81 1.98
C 0.4538 -2.0221 0.9693 0.16 -0.44 -0.13
C -0.3402 -0.7825 0.7267 1.32 -0.08 1.19
C -0.2974 -0.3362 -0.6667 -2.90 0.50 -0.82
C -2.2096 1.6743 -1.1789 1.52 -1.88 1.01
O 0.3231 2.0063 -1.8788 0.66 0.23 -0.56
S -0.4103 1.4857 -0.7212 -1.17 -0.07 -0.94
Cl -0.3722 -3.3209 1.8522 0.55 0.66 -0.41
Cl -0.9144 -1.3721 -1.9301 0.57 0.80 0.74
H 3.6536 -1.4587 -0.1907 0.23 -0.62 0.15
H 2.3163 -3.1027 0.8539 -1.74 1.48 -0.43
H 2.6542 0.6196 -1.2012 1.48 2.72 -1.81
H -1.3190 -1.0382 1.1230 -0.51 0.73 -0.02
H 0.1916 0.0454 1.3108 -1.02 -0.93 -0.36
H -2.4681 2.6364 -1.4757 -0.12 2.21 0.61
H -2.7075 1.2026 -0.3511 -0.77 0.36 0.39
H -2.4604 1.1612 -2.0613 0.21 -1.43 -1.15

***

Record 3
7
Properties=species:S:1:pos:R:3:forces:R:3 method="wB97M-V/def2-TZVPD" total_charge=-1 e_lumo_ev=4.30 homo_lumo_gap_ha=0.2794
C 0.5882 -0.2984 0.0933 -0.54 0.45 -0.04
C -0.9829 1.2791 0.6056 1.21 -0.76 -0.02
O -0.6060 2.2060 -0.0161 0.14 0.74 -0.54
O -1.7151 0.7631 1.3659 -0.72 -0.42 0.49
P -0.0300 -1.5079 -0.8509 -0.46 -0.01 0.07
H 1.6708 -0.1748 0.1830 0.00 0.04 0.05
H 1.0751 -2.2671 -1.3809 0.38 -0.03 0.00

***

Record 4
8
Properties=species:S:1:pos:R:3:forces:R:3 method="wB97M-V/def2-TZVPD" e_lumo_ev=0.44 homo_lumo_gap_ha=0.3929
C 1.4214 -0.9443 0.0268 -0.58 -1.33 -1.17
C -0.8041 1.2216 0.4236 1.81 0.36 1.98
O 0.6866 -1.8550 0.2513 1.17 1.45 -0.12
O -1.5838 1.4606 -0.5303 0.09 0.90 -1.14
F 1.9865 -0.8386 -1.2624 -0.52 0.26 1.93
F -1.1987 0.2281 1.2375 -0.70 0.04 -1.00
H 1.7185 -0.1127 0.7004 0.03 -0.43 -0.66
H -2.2264 0.8404 -0.8469 -1.31 -1.24 0.20

***

no.,strongest force on any atom (eV Å⁻¹)
1,8.3
2,4.8
3,1.4
4,2.7